# 1
A gas-phase ion, C27H32NO7 (charge -1), computed with ωB97M-V/def2-TZVPD.

Molar mass (g/mol): 482.55
Frontier orbital gap (eV): 5.7
ΔE to the lowest compared entry with this formula, charge and spin (kJ/mol): 373.2
Calculated total energy (eV): -44339.5625
F_max (hartree/bohr): 0.056
Charge: -1
LUMO (eV): 2.80

The geometry in XYZ format:
```
67
C27H32NO7, DFT ωB97M-V/def2-TZVPD
C -0.3579 -4.5097 -4.0192
C -0.0978 -4.2633 -2.5720
O -0.2516 -2.8489 -2.3292
C 0.0483 -2.4764 -1.0353
O 0.7121 -3.2725 -0.3074
C -0.4220 -1.0665 -0.7780
C -0.5156 -0.3387 -2.0233
O -1.5531 0.1666 -2.4044
O 0.6164 -0.2907 -2.7652
C 0.4045 0.2282 -4.1220
C 1.6278 -0.1863 -4.9002
C -1.2675 -0.4942 0.3208
C -0.7980 -1.3223 1.5450
C 0.5516 -1.6547 1.8303
C 0.8188 -2.4136 2.9900
C -0.2368 -2.7778 3.8705
O 0.2150 -3.4749 4.9641
C -0.6738 -3.7982 6.0108
C -1.5784 -2.3938 3.5919
C -1.8051 -1.6358 2.4517
C -1.3672 1.0304 0.6876
C -2.1482 1.2508 2.0656
N -0.0027 1.5008 0.7230
C 0.5518 2.0294 1.7140
C 1.8770 2.6866 1.6586
C 2.5777 3.0126 2.8443
C 3.8394 3.6156 2.7952
C 4.4022 3.9365 1.5425
C 3.7058 3.6448 0.3510
C 2.4482 3.0144 0.4138
C -2.1141 2.0494 -0.2340
O -3.1659 2.5515 0.0942
O -1.4348 2.4644 -1.3076
C -2.2233 3.3902 -2.0871
C -1.4481 3.7168 -3.3134
H -0.2547 -5.5682 -4.2022
H -1.3438 -4.1884 -4.3282
H 0.3707 -4.0189 -4.6492
H 0.9337 -4.5092 -2.3136
H -0.8126 -4.7957 -1.9224
H 0.3117 1.3234 -4.0333
H -0.5179 -0.2291 -4.5133
H 1.6427 0.1745 -5.9332
H 2.5120 0.1864 -4.3795
H 1.6840 -1.2776 -4.9139
H -2.4038 -0.5919 0.0047
H 1.4302 -1.3740 1.2256
H 1.8237 -2.8428 3.2173
H -0.0504 -4.4178 6.6381
H -1.0057 -2.9093 6.5540
H -1.5359 -4.3712 5.6645
H -2.3783 -2.7291 4.2545
H -2.7954 -1.2192 2.2857
H -3.1173 0.7581 1.8962
H -1.6404 0.7690 2.9301
H -2.3762 2.3011 2.3888
H 0.1565 2.0395 2.7525
H 2.0957 2.7923 3.7994
H 4.3797 3.8581 3.7218
H 5.3692 4.4444 1.4979
H 4.1299 3.9236 -0.6233
H 1.8582 2.7834 -0.4776
H -2.4509 4.2793 -1.4952
H -3.1582 2.9190 -2.3873
H -2.0702 4.3090 -3.9737
H -0.5572 4.3036 -3.1240
H -1.1639 2.8072 -3.8282
```

These are the natural (NBO) partial charges, in e, on atoms 1 to 4: -0.618, -0.065, -0.555, 0.779



# 2
A molecular structure, C27H33AsBMnN4O3, computed with ωB97M-V/def2-TZVPD.

Molar mass (g/mol): 602.26
Frontier orbital gap (alpha / beta) (eV): 6.8 / 7.5
ΔE to the lowest compared entry with this formula, charge and spin (kJ/mol): 0.0
Spin multiplicity: 6
Expectation value of S²: 8.75
Calculated total energy (eV): -133476.6719
F_max (hartree/bohr): 0.071
Charge: -1
LUMO (alpha / beta) (eV): 2.17 / 2.17

The geometry in XYZ format:
```
70
C27H33AsBMnN4O3, DFT ωB97M-V/def2-TZVPD
Mn 10.9712 11.3207 8.7093
C 6.7419 11.5324 9.5141
C 6.7807 10.8423 8.1528
C 5.6934 10.0690 7.7307
C 5.6732 9.4225 6.5085
C 6.7560 9.6092 5.6675
C 7.8471 10.3781 6.0478
C 8.9671 10.5257 5.0467
C 7.9095 11.0350 7.3308
N 8.9246 11.9232 7.6456
C 8.6604 13.2270 7.9295
O 7.5641 13.7811 7.9379
C 9.8598 14.0535 8.1977
C 9.7807 15.4461 8.2838
C 10.9451 16.1591 8.4390
C 12.1591 15.5089 8.5827
C 12.0942 14.1237 8.6394
N 10.9775 13.4103 8.5683
C 13.3441 13.3268 8.7836
O 14.4748 13.8125 8.7678
N 13.0850 11.9597 8.8345
C 14.1304 11.0881 9.0328
C 14.8208 10.5854 7.9340
C 14.4082 10.8635 6.5162
C 16.0326 9.8696 8.1643
C 16.4772 9.7297 9.4714
C 15.8613 10.3424 10.5046
C 14.6175 10.9579 10.3700
C 13.9014 11.5436 11.5705
H 5.9092 11.1562 10.1702
H 6.5870 12.6132 9.3006
H 7.6714 11.5166 10.1369
H 4.7666 10.0375 8.2493
H 4.7746 8.8490 6.1477
H 6.8210 9.1681 4.7084
H 9.8473 11.0234 5.4125
H 8.5979 11.0139 4.0965
H 9.1860 9.4998 4.7792
H 8.7874 15.9095 8.2023
H 10.9736 17.2695 8.3977
H 13.0197 16.0323 8.8516
H 13.4550 10.3712 6.3010
H 15.1704 10.4864 5.8052
H 14.2413 11.9094 6.3087
H 16.5962 9.4803 7.2754
H 17.4019 9.1974 9.6235
H 16.2815 10.3529 11.5187
H 14.4166 11.3917 12.5243
H 12.8961 11.0281 11.6265
H 13.8372 12.6084 11.3979
B 9.2894 10.1679 13.1720
C 10.0235 10.5667 11.8459
N 10.4759 10.8245 10.7924
H 8.0383 10.3342 12.9299
H 9.6637 11.0237 13.9557
H 9.6010 9.0462 13.5695
C 10.5659 7.0097 6.4499
As 10.8261 7.8911 8.1803
C 9.2515 7.6180 9.2442
C 12.4936 7.2387 9.0903
O 11.1223 9.5255 7.8045
H 10.1401 6.0008 6.4006
H 11.5862 6.9388 6.0800
H 9.9772 7.6946 5.7778
H 9.0774 6.5507 9.4354
H 8.4278 7.9747 8.6558
H 9.3710 8.1622 10.2033
H 12.3905 6.3466 9.7034
H 12.8507 8.0754 9.6746
H 13.2013 6.9401 8.2703
```

These are the natural (NBO) partial charges, in e, on atoms 1 to 4: 1.576, -0.669, -0.032, -0.229



# 3
A molecular structure, C27H33BInN8O6S, computed with ωB97M-V/def2-TZVPD.

Molar mass (g/mol): 723.31
Frontier orbital gap (alpha / beta) (eV): 8.6 / 3.8
ΔE to the lowest compared entry with this formula, charge and spin (kJ/mol): 0.0
Spin multiplicity: 2
Expectation value of S²: 0.76
Calculated total energy (eV): -69412.9679
F_max (hartree/bohr): 0.070
Charge: +2
LUMO (alpha / beta) (eV): -5.36 / -10.12

The geometry in XYZ format:
```
77
C27H33BInN8O6S, DFT ωB97M-V/def2-TZVPD
In 0.5755 9.5450 13.7109
C 1.1169 7.6265 10.3142
C 1.5411 9.0408 10.4619
C 2.3428 9.7953 9.5205
C 2.4933 11.0622 10.1017
N 1.7944 11.0945 11.2742
N 1.2322 9.8250 11.5130
B 1.7668 12.1160 12.3851
N 0.3257 12.3044 12.8416
C -0.4398 13.4501 12.7172
C -1.7343 13.1946 13.1368
C -1.7435 11.7939 13.5463
C -2.8479 11.0071 14.1292
N -0.5014 11.2905 13.3271
N 2.6758 11.6147 13.4999
C 3.9779 11.9966 13.8077
C 4.5303 11.0937 14.7111
C 3.5033 10.0780 14.9119
C 3.5006 8.8974 15.8040
N 2.4413 10.4037 14.1371
N 2.2998 13.4724 12.0106
C 2.3019 14.2194 10.8723
C 2.6604 15.5430 11.1929
C 2.8221 15.5221 12.6209
C 3.1975 16.6269 13.5508
N 2.5910 14.2957 13.1099
H 1.4325 7.2938 9.3221
H 0.0374 7.5286 10.4082
H 1.5968 6.9761 11.0573
H 2.7388 9.4101 8.5843
H 3.0802 11.9080 9.7541
H -0.0412 14.3859 12.3413
H -2.5711 13.8772 13.1750
H -3.6815 11.6776 14.3417
H -2.5446 10.5184 15.0619
H -3.1734 10.2245 13.4439
H 4.4297 12.8907 13.4131
H 5.4980 11.0858 15.1892
H 4.5160 8.7378 16.1677
H 3.1728 7.9978 15.2711
H 2.8375 9.0104 16.6630
H 2.0350 13.7850 9.9078
H 2.7935 16.4070 10.5453
H 3.7572 17.3820 13.0026
H 3.7912 16.2203 14.3743
H 2.3041 17.1052 13.9755
O -0.6205 7.0664 17.1662
C -0.6481 7.8693 16.0664
O 0.2494 8.7273 15.8403
C -1.8684 7.6465 15.2469
O -1.7007 8.2007 13.9424
C -1.3915 7.1879 12.9240
C 0.0193 6.6333 13.1205
O 0.2576 5.4369 12.9384
O 0.9699 7.5202 13.4890
H 0.2046 7.3150 17.6687
H -2.0677 6.5671 15.2133
H -2.7462 8.1131 15.7227
H -2.1255 6.3760 12.9663
H -1.5053 7.6731 11.9456
C 1.4697 13.9498 15.9693
S 1.6528 12.2674 16.5704
O 0.5390 11.4942 15.9602
C 1.2376 12.6556 18.2655
C 2.2920 12.9238 19.1314
C 2.0382 13.4703 20.3968
C 0.7256 13.7442 20.7919
C -0.3344 13.4278 19.9300
C -0.0826 12.8819 18.6608
H 0.4110 14.1424 15.8373
H 2.0015 14.0145 15.0162
H 1.9517 14.6335 16.6697
H 3.2997 12.7071 18.8006
H 2.8786 13.6772 21.0525
H 0.5288 14.2080 21.7541
H -1.3622 13.6255 20.2534
H -0.8839 12.6367 17.9582
```

These are the Mulliken partial charges, in e, on atoms 1 to 4: 1.302, -1.172, 0.630, -1.667